# C4H8N5O

An isolated ion of composition C4H8N5O and charge +1 (ωB97M-V/def2-TZVPD, the Open Molecules 2025 dataset).

The calculation puts the molar mass at 142.1 g mol⁻¹. For the total energy, the calculation gives -13766.5421 eV. As for the SMILES: [H]/N=C/C/C=N/N=[NH+]/C(N)=O. The relative energy (zero: lowest compared OMol25 entry of this formula, charge and spin) comes out at 46.3 kcal/mol.

ORCA input file:
```
! RIJCOSX wB97M-V def2-TZVPD def2/J DEFGRID3
* xyz 1 1
H -0.58 -2.64 -2.30
N -0.37 -1.68 -2.04
C -0.96 -0.79 -2.68
C -0.76 0.69 -2.37
C 0.43 0.93 -1.51
N 0.46 0.70 -0.29
N 0.46 0.66 0.92
N 0.71 -0.37 1.63
C 0.65 -0.42 3.09
N 0.34 0.74 3.65
O 0.87 -1.47 3.59
H -1.68 -0.94 -3.49
H -1.67 1.04 -1.88
H -0.65 1.23 -3.31
H 1.36 1.24 -1.99
H 0.93 -1.28 1.21
H 0.18 1.59 3.13
H 0.27 0.77 4.66
*
```


# C4H8N6

A 2-piece molecular cluster, C4H8N6 overall (ωB97M-V/def2-TZVPD, the Open Molecules 2025 dataset).

The calculation puts the molar mass at 140.2 g mol⁻¹. For the total energy, the calculation gives -13209.6869 eV. The relative energy (zero: lowest compared OMol25 entry of this formula, charge and spin) comes out at 21.6 kcal/mol.

ORCA input file:
```
! RIJCOSX wB97M-V def2-TZVPD def2/J DEFGRID3
* xyz 0 3
C 3.63 0.98 1.20
C -0.75 0.33 0.70
C -2.26 0.36 0.39
C 0.56 -0.51 -1.16
N 2.50 0.18 1.15
N 4.21 0.55 0.06
N 2.45 -0.58 0.09
N 3.46 -0.39 -0.65
N -0.06 0.30 1.77
N -0.18 0.36 -0.59
H -2.34 0.10 -0.69
H -2.55 1.32 0.69
H -2.77 -0.41 1.01
H 0.69 -1.49 -0.78
H 0.85 -0.49 -2.16
H -0.56 0.17 2.62
H 1.62 0.48 1.56
H 5.04 1.03 -0.46
*
```


# C4H8N8O3

A 2-piece molecular cluster, C4H8N8O3 overall (ωB97M-V/def2-TZVPD, the Open Molecules 2025 dataset).

The calculation puts the molar mass at 216.2 g mol⁻¹. For the total energy, the calculation gives -22316.0796 eV. The relative energy (zero: lowest compared OMol25 entry of this formula, charge and spin) comes out at 0.0 kcal/mol.

ORCA input file:
```
! RIJCOSX wB97M-V def2-TZVPD def2/J DEFGRID3
* xyz 2 1
C -4.12 -2.25 -0.37
C -4.00 -0.81 -0.28
C 4.09 0.43 0.57
C 3.33 0.26 -0.80
N -3.11 -2.70 0.31
N -3.04 -0.57 0.58
N -4.98 0.09 -0.55
N 2.34 -0.55 -0.46
N 3.37 -0.20 1.46
N 3.52 0.86 -1.98
N -5.19 1.23 -0.08
N 5.10 1.21 0.86
O -4.23 1.71 0.69
O -2.48 -1.72 0.92
O 2.38 -0.90 0.88
H -4.75 -2.89 -0.99
H -4.40 2.59 1.05
H 3.47 -0.29 2.50
H 4.40 1.38 -2.18
H 2.65 0.81 -2.60
H 5.70 1.00 1.70
H -5.69 -0.24 -1.23
H 5.65 1.56 0.00
*
```


# C4H8NO

A 2-piece molecular cluster, C4H8NO overall (ωB97M-V/def2-TZVPD, the Open Molecules 2025 dataset).

The calculation puts the molar mass at 86.1 g mol⁻¹. For the total energy, the calculation gives -7811.4389 eV. The relative energy (zero: lowest compared OMol25 entry of this formula, charge and spin) comes out at 45.9 kcal/mol.

ORCA input file:
```
! RIJCOSX wB97M-V def2-TZVPD def2/J DEFGRID3
* xyz -1 1
C -2.34 -0.06 0.70
C -2.02 -0.27 -0.60
C 2.88 0.57 1.01
C 1.67 0.20 0.67
N -0.90 -0.07 -1.18
O -0.71 -0.76 -2.52
H -3.37 -0.35 0.95
H -1.55 0.32 1.45
H -2.85 -0.76 -1.27
H 3.20 1.60 1.10
H 3.60 -0.22 1.29
H 0.09 -0.33 -2.66
H 1.47 -0.86 0.49
H 0.83 1.00 0.57
*
```


# C4H8NO

An isolated ion of composition C4H8NO and charge +1 (ωB97M-V/def2-TZVPD, the Open Molecules 2025 dataset).

The calculation puts the molar mass at 86.1 g mol⁻¹. For the total energy, the calculation gives -7806.0459 eV. As for the SMILES: [NH3+]/C=C/C=C/O. The relative energy (zero: lowest compared OMol25 entry of this formula, charge and spin) comes out at 47.4 kcal/mol.

ORCA input file:
```
! RIJCOSX wB97M-V def2-TZVPD def2/J DEFGRID3
* xyz 1 1
N 2.27 0.28 -0.07
C 0.80 0.28 -0.16
C 0.21 -0.94 -0.02
C -1.21 -0.90 -0.06
C -1.76 0.29 0.22
O -3.01 0.43 -0.12
H 2.77 -0.45 -0.76
H 2.66 -0.06 0.85
H 2.79 1.14 -0.21
H 0.45 1.23 -0.37
H 0.62 -1.94 0.02
H -1.88 -1.74 -0.39
H -1.47 1.09 0.90
H -3.25 1.29 0.19
*
```


# C4H8NO

A 2-piece molecular cluster, C4H8NO overall (ωB97M-V/def2-TZVPD, the Open Molecules 2025 dataset).

The calculation puts the molar mass at 86.1 g mol⁻¹. For the total energy, the calculation gives -7805.2346 eV. The relative energy (zero: lowest compared OMol25 entry of this formula, charge and spin) comes out at 66.1 kcal/mol.

ORCA input file:
```
! RIJCOSX wB97M-V def2-TZVPD def2/J DEFGRID3
* xyz 1 1
C 1.59 -2.63 2.04
C 1.01 -2.73 -0.23
C 1.43 -2.03 0.82
C -1.79 1.16 -0.20
N -0.33 1.20 -0.23
O 2.03 -2.98 2.96
H 0.77 -2.44 -1.21
H 0.85 -3.79 -0.19
H 1.66 -1.01 0.97
H -2.27 1.80 -0.98
H -2.13 0.12 -0.46
H -2.18 1.61 0.75
H 0.16 2.03 0.03
H 0.02 1.05 -1.15
*
```


# C4H8NO

An isolated ion of composition C4H8NO and charge +1 (ωB97M-V/def2-TZVPD, the Open Molecules 2025 dataset).

The calculation puts the molar mass at 86.1 g mol⁻¹. For the total energy, the calculation gives -7804.6647 eV. As for the SMILES: C[C@@H](O)[N+]1=CC1. The relative energy (zero: lowest compared OMol25 entry of this formula, charge and spin) comes out at 79.3 kcal/mol.

ORCA input file:
```
! RIJCOSX wB97M-V def2-TZVPD def2/J DEFGRID3
* xyz 1 1
C 1.43 0.88 0.19
C 0.70 -0.34 -0.34
O 1.26 -1.51 -0.10
N -0.68 -0.29 0.03
C -1.68 -0.94 0.33
C -1.89 0.37 -0.32
H 1.83 1.12 1.30
H 2.35 1.00 -0.40
H 0.79 1.80 0.11
H 0.57 -0.19 -1.47
H 1.71 -1.58 0.77
H -1.87 -1.73 0.94
H -2.29 0.36 -1.38
H -2.24 1.07 0.36
*
```


# C4H8NO

A 2-piece molecular cluster, C4H8NO overall (ωB97M-V/def2-TZVPD, the Open Molecules 2025 dataset).

The calculation puts the molar mass at 86.1 g mol⁻¹. For the total energy, the calculation gives -7805.0656 eV. The relative energy (zero: lowest compared OMol25 entry of this formula, charge and spin) comes out at 70.0 kcal/mol.

ORCA input file:
```
! RIJCOSX wB97M-V def2-TZVPD def2/J DEFGRID3
* xyz 1 1
C -3.13 1.34 -0.18
C 1.82 -1.44 0.32
C 1.46 -0.44 1.10
C -0.90 0.17 -0.46
N -2.04 0.82 -0.53
O -0.84 -1.06 -0.64
H -3.84 1.52 -0.93
H 1.23 -2.28 0.17
H 2.77 -1.50 -0.22
H -3.40 1.78 0.73
H 2.06 0.44 1.23
H 0.57 -0.41 1.76
H 0.05 0.73 -0.20
H 0.13 -1.48 -0.36
*
```


# C4H8NO

An isolated ion of composition C4H8NO and charge +1 (ωB97M-V/def2-TZVPD, the Open Molecules 2025 dataset).

The calculation puts the molar mass at 86.1 g mol⁻¹. For the total energy, the calculation gives -7804.1927 eV. As for the SMILES: [NH3+]C[C@@]12C[C@@H]1O2. The relative energy (zero: lowest compared OMol25 entry of this formula, charge and spin) comes out at 90.2 kcal/mol.

ORCA input file:
```
! RIJCOSX wB97M-V def2-TZVPD def2/J DEFGRID3
* xyz 1 1
N -1.54 0.81 0.32
C -0.48 0.38 -0.71
C 0.52 -0.41 0.00
C 1.26 -1.74 0.48
C 1.77 -0.32 0.58
O 0.67 0.18 1.39
H -1.70 0.02 0.81
H -2.39 1.30 0.01
H -1.03 1.42 1.02
H -1.04 -0.22 -1.30
H -0.17 1.20 -1.29
H 1.71 -2.26 -0.37
H 0.87 -2.36 1.22
H 2.76 0.10 0.80
*
```


# C4H8NO

A 2-piece molecular cluster, C4H8NO overall (ωB97M-V/def2-TZVPD, the Open Molecules 2025 dataset).

The calculation puts the molar mass at 86.1 g mol⁻¹. For the total energy, the calculation gives -7805.5918 eV. The relative energy (zero: lowest compared OMol25 entry of this formula, charge and spin) comes out at 57.9 kcal/mol.

ORCA input file:
```
! RIJCOSX wB97M-V def2-TZVPD def2/J DEFGRID3
* xyz 1 1
C -1.34 1.86 0.03
C -1.45 -0.59 0.05
C 1.39 -0.10 -0.29
C 0.55 -1.15 0.32
N -1.58 0.63 0.06
O -2.21 -1.60 -0.07
H -1.43 2.46 0.93
H -1.13 2.37 -0.90
H 2.42 -0.33 -0.02
H 1.18 0.89 0.12
H 1.31 -0.09 -1.37
H 0.48 -2.10 -0.20
H 0.55 -1.22 1.40
H -3.15 -1.42 -0.22
*
```


# C4H8NO

A 2-piece molecular cluster, C4H8NO overall (ωB97M-V/def2-TZVPD, the Open Molecules 2025 dataset).

The calculation puts the molar mass at 86.1 g mol⁻¹. For the total energy, the calculation gives -7806.3795 eV. The relative energy (zero: lowest compared OMol25 entry of this formula, charge and spin) comes out at 39.7 kcal/mol.

ORCA input file:
```
! RIJCOSX wB97M-V def2-TZVPD def2/J DEFGRID3
* xyz 1 1
C -0.59 -0.11 0.78
C -1.86 0.20 0.63
C 1.08 -1.80 0.45
N -0.12 -1.37 0.31
H 0.20 0.51 1.17
H -2.56 -0.45 0.11
H -2.25 1.14 0.98
H 1.36 -2.75 0.01
H 1.82 -1.25 1.02
H -0.76 -1.96 -0.22
O 1.66 1.22 -0.74
C 0.91 1.97 -1.32
H -0.11 2.14 -0.94
H 1.23 2.51 -2.22
*
```


# C4H8NO

An isolated ion of composition C4H8NO and charge +1 (ωB97M-V/def2-TZVPD, the Open Molecules 2025 dataset).

The calculation puts the molar mass at 86.1 g mol⁻¹. For the total energy, the calculation gives -7804.9461 eV. As for the SMILES: C=C/C=[N+](/C)O. The relative energy (zero: lowest compared OMol25 entry of this formula, charge and spin) comes out at 72.8 kcal/mol.

ORCA input file:
```
! RIJCOSX wB97M-V def2-TZVPD def2/J DEFGRID3
* xyz 1 1
C -2.39 -0.06 0.33
C -1.31 -0.68 0.75
C 0.20 -0.57 0.53
N 0.78 0.22 -0.28
C 2.18 0.34 -0.49
O 0.15 1.17 -1.13
H -3.32 -0.48 0.80
H -2.40 0.73 -0.45
H -1.50 -1.70 1.23
H 0.92 -1.09 1.11
H 2.59 -0.36 0.34
H 2.51 1.33 -0.35
H 2.38 0.01 -1.49
H -0.78 1.16 -0.89
*
```